[1]
Computed, not measured: a cluster of 5 separate species, C16H46B3IN4O7 in total, with the ωB97M-V functional and the def2-TZVPD basis.

Computed properties:
* multiplicity: 1
* lowest unoccupied orbital energy: 0.311 eV
* total charge: 0
* structure (SMILES): COC[C@@H](C)N.COC[C@@H](C)N.COC[C@@H](C)N.COC[C@@H](C)N.IB1OBOBO1
* Kohn-Sham gap: 9.33 eV

Each line ends with the Löwdin charge.
Element x y z (Å)
I (2.220, 4.423, 3.275)  1.000
B (3.481, 2.737, 3.190)  -1.151
O (4.800, 2.854, 2.819)  0.175
B (5.688, 2.074, 3.539)  -0.325
O (5.166, 1.279, 4.536)  0.222
B (3.920, 0.737, 4.306)  -0.329
O (3.023, 1.500, 3.582)  0.166
H (6.840, 2.067, 3.270)  0.119
H (3.635, -0.351, 4.671)  0.118
C (2.816, -0.125, -2.224)  -0.066
C (3.349, 0.574, -0.981)  -0.428
C (2.262, 1.283, -0.164)  -0.202
O (1.797, 2.493, -0.722)  -0.190
C (0.786, 2.363, -1.706)  -0.099
N (4.444, 1.466, -1.362)  0.046
H (2.579, 0.591, -3.011)  0.056
H (3.564, -0.812, -2.620)  0.078
H (1.906, -0.689, -2.008)  0.082
H (3.771, -0.189, -0.316)  0.135
H (2.694, 1.557, 0.803)  0.100
H (1.419, 0.605, 0.028)  0.125
H (0.111, 1.534, -1.480)  0.084
H (1.203, 2.213, -2.705)  0.059
H (0.202, 3.282, -1.699)  0.083
H (4.888, 1.847, -0.532)  0.066
H (4.051, 2.266, -1.847)  0.072
C (-1.159, 3.294, 1.380)  -0.079
C (-2.565, 3.126, 0.818)  -0.427
C (-3.593, 2.688, 1.868)  -0.205
O (-3.493, 1.327, 2.246)  -0.186
C (-2.564, 1.042, 3.271)  -0.105
N (-2.524, 2.230, -0.338)  0.047
H (-0.687, 2.325, 1.558)  0.065
H (-0.519, 3.832, 0.682)  0.067
H (-1.175, 3.840, 2.325)  0.066
H (-2.905, 4.103, 0.456)  0.136
H (-4.593, 2.799, 1.444)  0.122
H (-3.531, 3.328, 2.758)  0.119
H (-2.531, 1.845, 4.015)  0.093
H (-1.555, 0.881, 2.882)  0.077
H (-2.901, 0.129, 3.762)  0.070
H (-3.432, 2.209, -0.792)  0.074
H (-2.370, 1.283, -0.004)  0.072
C (0.684, -1.316, -7.712)  -0.069
C (0.262, -1.813, -6.334)  -0.438
C (-0.365, -0.731, -5.447)  -0.204
O (0.561, 0.187, -4.900)  -0.205
C (0.912, 1.276, -5.729)  -0.105
N (1.398, -2.480, -5.700)  0.041
H (1.600, -0.727, -7.652)  0.065
H (0.884, -2.164, -8.366)  0.076
H (-0.092, -0.699, -8.169)  0.078
H (-0.517, -2.570, -6.474)  0.135
H (-0.829, -1.220, -4.587)  0.122
H (-1.152, -0.192, -5.992)  0.120
H (0.060, 1.604, -6.334)  0.092
H (1.743, 1.040, -6.398)  0.078
H (1.215, 2.097, -5.079)  0.075
H (1.103, -2.932, -4.840)  0.071
H (2.072, -1.775, -5.417)  0.067
C (-1.845, -4.961, 3.170)  -0.069
C (-1.925, -3.447, 3.327)  -0.435
C (-2.546, -2.992, 4.654)  -0.209
O (-3.954, -3.116, 4.715)  -0.188
C (-4.441, -4.385, 5.098)  -0.108
N (-2.611, -2.885, 2.163)  0.048
H (-2.826, -5.384, 2.948)  0.065
H (-1.187, -5.213, 2.339)  0.075
H (-1.463, -5.438, 4.074)  0.078
H (-0.902, -3.056, 3.324)  0.135
H (-2.343, -1.925, 4.775)  0.107
H (-2.090, -3.515, 5.505)  0.120
H (-3.788, -4.852, 5.843)  0.090
H (-4.540, -5.067, 4.249)  0.075
H (-5.426, -4.234, 5.539)  0.087
H (-2.569, -1.871, 2.185)  0.057
H (-3.599, -3.109, 2.244)  0.073

***

[2]
Computed, not measured: a cluster of 3 separate species, C31H47N7O3 in total, with the ωB97M-V functional and the def2-TZVPD basis.

Computed properties:
* multiplicity: 3
* expectation value of S²: 2.010
* lowest unoccupied orbital energy (spin up / spin down): -1.093 / -1.093 eV
* total charge: 0
* Kohn-Sham gap (spin up / spin down): 7.95 / 8.13 eV

Each line ends with the Löwdin charge.
Element x y z (Å)
C (7.513, 1.473, -3.700)  -0.076
C (6.517, 0.211, -4.024)  -0.319
N (6.753, -1.018, -3.443)  0.066
C (5.259, 0.377, -5.079)  -0.126
C (4.423, 1.779, -4.926)  -0.206
C (3.586, 1.985, -6.356)  -0.107
N (2.778, 2.095, -7.358)  0.107
C (3.403, 1.844, -3.642)  -0.352
C (2.592, 3.302, -3.769)  -0.095
N (1.911, 4.388, -4.074)  0.124
N (4.081, 1.873, -2.289)  0.098
C (3.226, 2.370, -1.309)  -0.017
O (2.196, 2.611, -0.463)  0.033
C (2.278, 0.614, -3.787)  -0.146
C (2.668, -0.792, -3.046)  0.000
C (1.573, -2.044, -3.223)  -0.020
C (0.198, -1.715, -4.109)  -0.035
C (0.086, -0.206, -4.738)  -0.076
N (1.052, 0.936, -4.589)  0.060
H (7.220, 2.485, -4.210)  0.071
H (8.588, 1.169, -4.113)  0.098
H (7.598, 1.587, -2.536)  0.091
H (6.051, -1.728, -3.757)  0.031
H (5.755, 0.399, -6.165)  0.141
H (4.580, -0.598, -5.077)  0.123
H (5.144, 2.698, -4.838)  0.138
H (3.660, -0.976, -2.447)  0.093
H (1.753, -3.123, -2.745)  0.098
H (-0.650, -2.494, -4.327)  0.097
H (-0.888, 0.010, -5.394)  0.122
C (-2.631, -1.174, 0.472)  -0.039
C (-2.784, -0.363, -0.845)  -0.464
C (-3.332, 1.050, -0.514)  -0.134
C (-4.805, 1.041, -0.116)  -0.188
C (-5.655, 0.339, -1.169)  -0.138
C (-5.136, -1.070, -1.563)  -0.477
N (-3.657, -1.104, -1.818)  -0.021
O (-3.436, -0.549, -3.092)  -0.044
C (-5.490, -2.099, -0.459)  -0.046
C (-5.978, -1.558, -2.791)  -0.050
C (-1.311, -0.226, -1.352)  -0.045
H (-1.743, -0.859, 1.033)  0.069
H (-3.461, -1.044, 1.165)  0.058
H (-2.511, -2.245, 0.268)  0.094
H (-3.209, 1.713, -1.380)  0.125
H (-2.747, 1.501, 0.298)  0.122
H (-4.939, 0.561, 0.859)  0.102
H (-5.155, 2.073, 0.005)  0.114
H (-6.688, 0.272, -0.804)  0.123
H (-5.690, 0.984, -2.059)  0.123
H (-5.034, -3.073, -0.668)  0.091
H (-6.575, -2.258, -0.400)  0.085
H (-5.194, -1.790, 0.543)  0.057
H (-5.944, -0.855, -3.631)  0.074
H (-7.036, -1.664, -2.525)  0.082
H (-5.630, -2.536, -3.146)  0.086
H (-0.875, -1.208, -1.568)  0.069
H (-0.679, 0.257, -0.596)  0.082
H (-1.225, 0.393, -2.253)  0.063
C (-1.285, -0.424, 6.550)  -0.046
C (-0.467, -1.175, 5.461)  -0.475
C (0.928, -1.539, 6.032)  -0.138
C (1.850, -0.331, 6.173)  -0.189
C (1.960, 0.433, 4.858)  -0.137
C (0.592, 0.799, 4.224)  -0.475
N (-0.378, -0.347, 4.210)  -0.020
O (-0.001, -1.206, 3.161)  -0.039
C (-0.043, 1.999, 4.975)  -0.043
C (0.871, 1.378, 2.796)  -0.049
C (-1.283, -2.492, 5.247)  -0.047
H (-1.672, -1.119, 7.306)  0.084
H (-0.701, 0.305, 7.111)  0.057
H (-2.154, 0.084, 6.115)  0.093
H (1.418, -2.278, 5.383)  0.124
H (0.821, -2.021, 7.012)  0.124
H (1.497, 0.334, 6.968)  0.102
H (2.846, -0.669, 6.481)  0.114
H (2.554, 1.341, 5.025)  0.124
H (2.541, -0.183, 4.157)  0.123
H (-1.058, 2.198, 4.613)  0.092
H (0.539, 2.916, 4.818)  0.087
H (-0.084, 1.870, 6.055)  0.057
H (1.446, 0.689, 2.167)  0.073
H (1.460, 2.302, 2.854)  0.084
H (-0.064, 1.618, 2.275)  0.083
H (-2.291, -2.274, 4.873)  0.086
H (-1.392, -3.043, 6.189)  0.083
H (-0.800, -3.185, 4.549)  0.075

***

[3]
Computed, not measured: a structure of composition C29H47GeIrN2SSi4, with the ωB97M-V functional and the def2-TZVPD basis.

Computed properties:
* multiplicity: 2
* expectation value of S²: 0.758
* lowest unoccupied orbital energy (spin up / spin down): -3.878 / -4.472 eV
* total charge: +1
* Kohn-Sham gap (spin up / spin down): 7.03 / 6.36 eV

Each line ends with the Löwdin charge.
Element x y z (Å)
Ir (0.182, 0.223, -0.389)  0.531
C (2.595, -2.836, -2.701)  -0.199
Si (1.362, -3.653, -1.566)  0.333
C (2.196, -4.313, -0.024)  -0.195
C (0.517, -5.061, -2.473)  -0.210
Ge (-0.417, -2.141, -0.950)  0.574
Si (-2.091, -1.973, -2.684)  0.304
C (-2.987, -3.620, -2.658)  -0.206
C (-3.335, -0.621, -2.291)  -0.221
C (-1.314, -1.719, -4.366)  -0.216
Si (-1.470, -3.072, 1.024)  0.331
C (-1.532, -4.924, 0.718)  -0.207
C (-0.504, -2.734, 2.594)  -0.199
C (-3.255, -2.521, 1.242)  -0.201
H (3.385, -3.543, -2.965)  0.046
H (3.060, -1.988, -2.215)  -0.013
H (2.122, -2.493, -3.624)  0.035
H (3.098, -4.866, -0.304)  0.046
H (1.546, -5.003, 0.514)  0.020
H (2.497, -3.518, 0.662)  0.001
H (1.231, -5.868, -2.653)  0.044
H (0.129, -4.741, -3.443)  0.024
H (-0.311, -5.475, -1.894)  0.014
H (-3.402, -3.841, -1.673)  0.011
H (-2.330, -4.444, -2.940)  0.021
H (-3.818, -3.599, -3.368)  0.044
H (-3.817, -0.799, -1.326)  0.013
H (-4.124, -0.622, -3.049)  0.043
H (-2.878, 0.370, -2.295)  0.000
H (-0.669, -2.565, -4.615)  0.024
H (-0.718, -0.808, -4.428)  -0.014
H (-2.092, -1.663, -5.132)  0.042
H (-0.544, -5.373, 0.614)  0.011
H (-2.102, -5.156, -0.185)  0.021
H (-2.033, -5.412, 1.558)  0.044
H (-0.746, -3.494, 3.342)  0.044
H (-0.752, -1.761, 3.030)  0.013
H (0.568, -2.771, 2.415)  0.003
H (-3.843, -2.708, 0.340)  0.021
H (-3.368, -1.470, 1.510)  -0.005
H (-3.701, -3.110, 2.048)  0.045
C (3.556, 0.913, -1.566)  -0.202
Si (2.514, 0.585, -0.053)  0.477
C (2.422, 2.158, 0.980)  -0.177
C (3.322, -0.801, 0.913)  -0.291
C (2.874, -1.187, 2.180)  -0.127
C (3.537, -2.152, 2.922)  -0.078
C (4.680, -2.749, 2.410)  -0.070
C (5.147, -2.384, 1.157)  -0.070
C (4.469, -1.427, 0.415)  -0.104
H (4.592, 1.047, -1.242)  0.051
H (3.243, 1.833, -2.049)  0.001
H (3.523, 0.132, -2.316)  0.023
H (3.373, 2.687, 0.866)  0.051
H (2.299, 1.946, 2.043)  0.021
H (1.630, 2.842, 0.659)  0.023
H (1.992, -0.731, 2.606)  0.074
H (3.168, -2.433, 3.901)  0.113
H (5.207, -3.497, 2.989)  0.112
H (6.040, -2.845, 0.756)  0.112
H (4.854, -1.157, -0.561)  0.094
N (-0.152, 2.092, 5.804)  0.200
C (-0.648, 1.809, 4.808)  -0.156
C (-1.259, 1.443, 3.561)  -0.174
C (-2.628, 1.571, 3.353)  0.036
C (-3.146, 1.195, 2.126)  -0.010
C (-2.292, 0.706, 1.159)  -0.137
N (-0.968, 0.590, 1.357)  -0.081
C (-0.461, 0.954, 2.537)  -0.072
H (-3.264, 1.956, 4.138)  0.139
H (-4.203, 1.272, 1.918)  0.130
H (-2.658, 0.389, 0.192)  0.091
H (0.604, 0.863, 2.667)  0.092
S (0.178, 0.973, -2.457)  0.632
C (0.154, 2.703, -1.984)  -0.613
C (-0.968, 3.184, -1.305)  -0.137
C (-1.031, 4.511, -0.908)  -0.069
C (0.015, 5.374, -1.202)  -0.065
C (1.115, 4.908, -1.911)  -0.060
C (1.186, 3.580, -2.302)  -0.112
H (-1.797, 2.516, -1.108)  0.079
H (-1.905, 4.876, -0.383)  0.110
H (-0.035, 6.411, -0.898)  0.112
H (1.920, 5.584, -2.168)  0.115
H (2.035, 3.238, -2.877)  0.098

***

[4]
Computed, not measured: a cluster of 2 separate species, C2H5NO2S in total, with the ωB97M-V functional and the def2-TZVPD basis.

Computed properties:
* multiplicity: 1
* lowest unoccupied orbital energy (spin up / spin down): -1.385 / -1.380 eV
* total charge: 0
* Kohn-Sham gap (spin up / spin down): 8.40 / 8.41 eV

Each line ends with the Löwdin charge.
Element x y z (Å)
C (-1.365, -0.292, 0.596)  -0.096
C (-0.898, 0.525, -0.614)  0.129
N (1.269, 1.270, -0.136)  -0.216
O (3.419, -0.023, 0.406)  -0.295
O (1.537, -1.121, -0.724)  -0.346
S (2.086, 0.013, -0.065)  0.548
H (-1.517, 0.216, 1.550)  0.084
H (-2.211, -0.842, 0.247)  0.082
H (-0.525, -0.922, 0.865)  0.054
H (-1.491, 1.261, -0.904)  0.033
H (-0.306, -0.084, -1.221)  0.023

***

[5]
Computed, not measured: a cluster of 7 separate species, C12H37N12O7S in total, with the ωB97M-V functional and the def2-TZVPD basis.

Computed properties:
* multiplicity: 1
* lowest unoccupied orbital energy: -4.350 eV
* total charge: +1
* Kohn-Sham gap: 6.42 eV

Each line ends with the Löwdin charge.
Element x y z (Å)
C (1.790, -1.287, -4.216)  0.033
C (2.923, -0.487, -4.202)  -0.388
S (2.992, 1.315, -4.533)  1.164
O (3.424, 2.204, -3.195)  -0.433
C (4.562, 1.634, -2.473)  -0.226
C (4.094, 1.361, -0.988)  -0.169
C (2.888, 0.346, -0.845)  -0.227
C (1.451, 0.963, -1.143)  -0.096
H (1.956, -2.387, -4.435)  0.115
H (0.728, -0.960, -3.997)  0.069
H (3.910, -1.002, -4.003)  0.110
H (1.659, 1.680, -4.762)  0.073
H (5.349, 2.453, -2.422)  0.141
H (5.059, 0.761, -2.981)  0.117
H (3.918, 2.351, -0.459)  0.134
H (4.976, 0.891, -0.441)  0.127
H (2.879, -0.002, 0.234)  0.117
H (3.032, -0.582, -1.473)  0.090
H (1.464, 2.020, -1.536)  0.073
H (0.751, 0.948, -0.241)  0.062
H (0.996, 0.329, -1.975)  0.053
C (-1.748, -0.936, -5.801)  -0.681
O (-1.480, -0.820, -4.610)  0.002
N (-0.890, -1.493, -6.701)  0.156
N (-2.925, -0.518, -6.327)  0.163
H (-1.102, -1.592, -7.677)  0.101
H (-0.006, -1.819, -6.356)  0.080
H (-3.589, -0.100, -5.698)  0.115
H (-3.158, -0.606, -7.299)  0.102
C (-1.738, 1.023, 1.700)  -0.685
O (-0.536, 1.283, 1.688)  -0.018
N (-2.633, 1.734, 2.428)  0.158
N (-2.276, 0.000, 0.986)  0.159
H (-3.614, 1.530, 2.445)  0.100
H (-2.281, 2.499, 2.976)  0.068
H (-1.649, -0.555, 0.433)  0.098
H (-3.256, -0.223, 0.989)  0.072
C (-4.201, -3.067, 2.411)  -0.685
O (-4.391, -2.251, 1.519)  0.006
N (-4.209, -2.730, 3.727)  0.156
N (-3.966, -4.382, 2.163)  0.150
H (-4.055, -3.389, 4.466)  0.096
H (-4.379, -1.766, 3.955)  0.107
H (-3.952, -4.675, 1.202)  0.105
H (-3.809, -5.061, 2.884)  0.095
C (-2.037, 3.275, 5.969)  -0.671
O (-2.563, 2.584, 5.104)  0.007
N (-2.431, 3.246, 7.267)  0.160
N (-1.014, 4.130, 5.704)  0.157
H (-2.010, 3.805, 7.985)  0.107
H (-3.187, 2.627, 7.506)  0.089
H (-0.690, 4.183, 4.754)  0.106
H (-0.576, 4.700, 6.403)  0.097
C (-2.530, 0.748, 9.840)  -0.694
O (-3.540, 1.435, 9.887)  0.017
N (-1.953, 0.211, 10.948)  0.150
N (-1.897, 0.462, 8.672)  0.152
H (-1.125, -0.354, 10.921)  0.094
H (-2.391, 0.400, 11.832)  0.107
H (-2.294, 0.841, 7.832)  0.077
H (-1.068, -0.099, 8.614)  0.098
C (4.728, -2.448, -7.735)  -0.693
O (5.153, -3.247, -6.916)  0.029
N (5.030, -2.517, -9.057)  0.157
N (3.909, -1.415, -7.389)  0.147
H (4.686, -1.866, -9.737)  0.097
H (5.632, -3.265, -9.353)  0.114
H (3.661, -1.327, -6.419)  0.041
H (3.551, -0.750, -8.049)  0.094

***

[6]
Computed, not measured: the molecule C6H6, with the ωB97M-V functional and the def2-TZVPD basis.

Computed properties:
* multiplicity: 1
* lowest unoccupied orbital energy: 1.003 eV
* total charge: 0
* structure (SMILES): C#CCC#CC
* Kohn-Sham gap: 10.53 eV

Each line ends with the Löwdin charge.
Element x y z (Å)
C (2.461, 0.140, 0.166)  -0.106
C (1.063, 0.538, 0.320)  -0.082
C (-0.111, 0.795, 0.389)  -0.047
C (-1.576, 0.880, 0.281)  -0.215
C (-1.994, -0.161, -0.673)  -0.147
C (-2.186, -1.051, -1.459)  0.108
H (2.670, -0.757, 0.757)  0.078
H (2.663, -0.096, -0.884)  0.080
H (3.153, 0.928, 0.477)  0.074
H (-1.892, 1.871, -0.066)  0.116
H (-2.055, 0.721, 1.255)  0.117
H (-2.319, -1.846, -2.159)  0.024

***

Energy across the listed records, respectively: -1755.3731 -1817.7066 -4980.0734 -682.4435 -2061.2401 -232.0895 Eh.
Strongest force on any atom across the listed records, respectively: 0.75 12.59 0.43 6.47 2.58 0.59 eV/A.